[1]
Density functional theory data (ωB97M-V/def2-TZVPD) for a molecular structure, C42H67GeN4O4P2RbS.

Summary:
* F_max: 0.019 Eh/bohr
* total charge: -2
* relative energy (zero: lowest compared OMol25 entry of this formula, charge and spin): 119.7 kJ/mol
* orbital gap (alpha / beta): 4.104 / 4.509 eV

Positions of all 122 atoms, in Å:
C: 4.2532 -3.6198 4.0217
H: 4.9618 -3.5656 3.1893
H: 3.8626 1.3391 -3.4785
H: 2.1812 -1.3898 -3.0246
C: 2.1810 -2.8522 -0.5118
C: -3.0247 2.6889 0.7621
H: -0.7993 -1.9452 1.7204
C: 1.0487 -3.6957 -0.7197
C: 3.1143 -2.6471 3.8503
H: 4.1798 -0.9719 4.6638
P: -1.4281 2.2121 1.6048
H: -4.9575 -0.8944 -4.2499
C: 1.0381 -0.7817 3.3654
H: -4.0180 2.4717 6.9761
H: -1.2912 -0.9966 -2.8898
H: 1.7897 1.2919 5.2624
C: -0.0091 -5.8407 -0.9586
H: -3.4609 -4.6020 -1.1374
C: 3.0535 2.4737 0.0218
C: -4.3337 1.8452 6.1337
H: 2.1535 2.9875 0.3786
N: -1.9201 0.3092 -4.3994
H: 3.7858 3.2519 -0.2266
H: -2.4785 -0.0866 6.7078
H: 1.0144 3.4155 -1.8659
H: 2.2461 2.4716 -4.5128
C: -1.0446 4.6516 3.1660
H: 0.5559 -3.9450 -5.5021
C: 0.2931 -0.9239 -6.6150
H: 4.3259 -0.7147 -2.0808
H: -2.5007 -1.4816 -5.3757
H: 1.1609 -1.3374 -7.1360
H: -1.1175 -3.6425 -4.9748
H: 2.0460 1.7142 3.5859
H: 3.8886 -4.6480 4.0668
H: 4.5192 1.0796 0.8460
H: 0.3423 0.1663 -6.6909
H: 4.8135 -3.4203 4.9389
C: -2.5243 -2.9545 -1.0093
H: -2.0012 5.1317 2.9462
C: -2.7424 1.2380 -3.5428
C: -3.1746 1.3707 5.2942
C: -3.9376 3.8067 1.2700
Ge: 0.3075 -1.5035 -4.7290
H: 2.6130 3.8442 -2.4611
H: -1.1742 4.0486 4.0649
H: 3.7397 2.0971 2.0546
C: -3.8398 1.4090 0.5521
O: 3.3653 -3.5441 -0.3760
H: -3.6676 0.1763 -2.0652
H: -3.4334 -0.0234 -5.8347
H: 2.7871 -2.2001 -4.4904
H: 5.3310 0.2563 -1.0114
H: -1.3470 5.1362 0.4570
H: 0.1584 -3.8703 -3.7719
C: -0.4437 -2.6181 2.4983
C: 4.9473 0.1811 -2.0299
C: 2.2400 -0.3814 3.9838
P: 2.5330 1.5932 -1.5193
C: -2.9642 -0.5677 -5.0115
H: -1.2207 -2.6249 3.2684
H: -0.1267 4.0247 -0.1401
H: -3.3964 4.7196 1.5150
C: -1.2167 -0.0438 4.9947
H: -3.6984 -1.6890 -3.2951
C: -3.9415 -0.7870 -3.8585
C: -1.8338 1.5335 3.2450
C: -0.5505 3.8098 1.9931
H: 2.0941 -5.6155 -0.6849
C: 1.1334 -5.1313 -0.7785
H: -0.5627 -0.8219 5.3745
N: -0.1652 -3.0663 -0.8335
H: 0.3544 5.4151 0.8366
O: 2.1930 -1.6196 -0.4510
O: -2.5808 -1.7590 -0.9356
H: 3.4426 1.2914 4.6152
H: -4.6745 1.5998 -0.1289
H: 1.7672 -4.0853 3.0080
C: 1.9057 -3.0446 3.2922
H: -2.6645 2.9920 -0.2281
C: -0.4093 4.6399 0.7163
H: 0.7394 1.8148 -3.8455
C: -1.2487 -3.7771 -0.9802
H: -5.0268 2.4404 5.5342
H: -0.3494 -3.6216 2.0791
C: 2.1703 -1.3761 -4.1187
C: -0.8006 -0.3835 -3.6500
C: 1.8622 3.0430 -2.4454
H: 2.8672 0.7441 1.3415
H: -0.3221 5.4460 3.3885
H: -0.6101 -1.2628 -7.1295
H: 0.0321 -6.9222 -1.0205
H: 5.8026 0.0411 -2.6968
H: -4.5017 3.4997 2.1531
H: -2.1578 -5.7655 -1.2391
C: 3.2498 -1.3094 4.2092
O: -3.6707 -3.6618 -1.1259
H: 0.8289 3.5113 -4.3010
C: 2.4000 1.0586 4.3843
C: -1.2633 -5.1810 -1.0669
H: 0.4508 3.4485 2.2592
S: -2.8031 2.8794 -3.9875
H: -4.2395 1.0450 1.5026
H: -1.5148 0.9136 -5.1099
C: 4.1338 1.4155 -2.4229
C: -2.9014 1.9231 4.0452
C: -2.2992 0.3762 5.7387
N: 0.1128 0.1667 2.9545
C: 1.3958 2.6901 -3.8582
H: -3.2414 0.6022 0.1229
H: 4.0098 -2.8479 -0.1914
H: -3.5584 2.7086 3.6863
H: -4.6675 4.0559 0.4924
H: 4.7151 2.3381 -2.3048
N: -3.8038 0.4184 -3.0373
H: 2.6023 -0.4271 -4.4487
C: 0.8684 -2.1458 3.0622
H: -4.9026 1.0095 6.5532
C: -0.0650 -3.4416 -4.7536
C: -0.9230 0.5176 3.7114
Rb: 0.0096 -0.2639 -0.3144
C: 3.5741 1.5490 1.1245

Mulliken atomic charge list, values in e, 8 entries: -1.609 0.239 0.259 -0.403 -0.778 0.547 -0.034 -0.157

=====

[2]
Density functional theory data (ωB97M-V/def2-TZVPD) for a molecular structure, C42H67IN2O2P2PbSSi in a non-equilibrium geometry.

Summary:
* F_max: 0.025 Eh/bohr
* relative energy (zero: lowest compared OMol25 entry of this formula, charge and spin): 0.3 kJ/mol
* orbital gap: 8.246 eV

Positions of all 119 atoms, in Å:
C: -0.3556 -5.6376 -3.3103
H: 0.6637 3.6825 0.8402
C: 0.4949 0.0252 5.9637
C: -0.0918 -4.1405 -3.0545
C: 3.3982 2.5940 3.1944
H: 0.9651 -3.9891 -2.8211
C: 2.3743 1.8129 2.3529
H: -5.3986 0.5142 -0.4373
O: -2.1932 0.7464 -2.8797
H: 2.6913 2.6269 -6.3536
H: 0.0204 4.6481 -2.7001
Pb: -0.0596 0.1938 -3.0118
H: -4.2405 -0.1095 1.6684
N: 2.6011 2.0844 -4.2923
H: 1.0478 0.4724 6.7932
C: 2.7858 -3.2319 1.0230
C: -4.0417 2.8946 1.1308
H: 4.3927 2.4689 2.7571
H: -3.1247 -3.7737 -1.5210
C: 2.1700 -1.7734 -1.5389
C: 0.9314 3.7935 1.8962
H: 0.7246 2.5683 -6.2775
H: 0.2702 -6.2406 -2.6471
H: 2.9089 4.2888 1.1348
C: -1.7998 -1.9027 0.1436
C: 1.0911 -2.0914 -0.4644
H: 2.3594 -0.6979 -1.5372
H: 1.8243 0.7887 4.4605
S: 2.0949 3.4670 -2.0903
H: -4.6395 0.0105 -1.9632
C: -1.8370 -6.0010 -3.0893
H: -1.2388 3.5715 -3.3159
H: 0.1595 4.4085 2.3578
H: -1.3623 1.0325 6.4255
C: 2.5896 1.7431 -5.7181
C: -2.4684 -3.6653 -2.3852
H: -0.5218 3.7538 -6.0152
C: -1.8364 2.2861 1.9227
H: 2.2637 -0.8140 5.0409
C: 1.4445 -3.3813 0.2819
H: -1.2202 -3.8722 0.8083
H: -0.0617 -5.8793 -4.3339
C: -1.4697 0.2774 4.4119
H: -2.5310 -4.4526 -4.4111
C: -1.9930 3.2295 2.9393
H: 3.7803 -1.3616 0.5275
H: 3.4403 1.1008 -5.9163
H: 0.6835 -3.6233 1.0197
H: 2.6064 -2.7522 1.9883
H: -1.2108 3.3545 3.6801
C: 3.8153 -2.4132 0.2227
C: -4.6343 0.7694 -1.1781
H: -0.7185 2.1357 -5.3538
C: -0.3926 4.2095 -3.5927
C: 1.7438 2.9664 -3.6747
H: 2.4208 0.7509 2.6020
H: -5.0730 4.4340 2.2153
H: 0.1208 -0.9478 6.3037
H: 1.3274 -0.9432 2.7404
H: -2.7074 -2.6995 -2.8455
Si: -2.9270 0.8630 -0.4318
H: -2.1117 -6.8531 -3.7138
H: 2.3988 4.2797 4.1379
N: 0.6169 3.4198 -4.3111
H: 2.6127 1.8973 1.2894
H: -0.7486 5.0007 -4.2549
C: -1.8644 -3.0243 0.9824
C: -2.7313 -4.8004 -3.3936
C: -0.6078 -0.0461 3.1804
P: -0.3001 1.2541 1.8286
H: -4.3484 -2.1046 3.0844
H: -0.3062 -3.5608 -3.9530
C: 0.6590 -0.8185 3.5992
H: -2.3125 0.9086 4.1363
H: -1.8956 -0.6720 4.7622
H: 3.4526 -3.5317 -1.5888
H: 3.5828 1.2152 -2.6318
H: -0.8710 -4.3797 -1.0947
C: -3.1412 3.9983 3.0541
H: 4.8250 -2.7708 0.4262
H: 1.7053 1.1779 -6.0018
H: 3.1812 -4.2288 1.2296
H: -2.0010 -6.3069 -2.0510
C: -2.6718 -0.8290 0.3860
C: 0.9708 2.4010 2.5647
C: -2.7592 -3.1087 2.0353
P: -0.5942 -1.9877 -1.2534
H: 4.4951 2.4920 -3.4081
H: 2.1314 5.5969 2.0019
H: 4.3232 0.9144 -4.2135
C: -2.8819 2.1178 0.9812
C: -3.6322 -2.0585 2.2721
H: 1.0649 -1.2752 0.2660
H: -2.7746 -3.9932 2.6619
H: -4.8561 2.7740 0.4215
O: -1.8832 1.4240 -1.5863
C: 2.2902 4.5173 2.0045
H: -3.2351 4.7156 3.8624
H: -0.3291 1.8990 5.2932
C: 1.4169 -0.1801 4.7648
H: 1.8193 -2.0469 -2.5416
C: -3.5738 -0.9448 1.4557
C: -4.1729 3.8332 2.1439
I: -0.1088 -1.1187 -5.4771
H: -1.1908 -0.7504 2.5925
H: 3.4406 2.1786 4.2054
H: 0.3489 -1.8274 3.9029
C: -0.6921 0.9034 5.5722
H: -3.7821 -5.0889 -3.3537
C: 3.4998 -2.4865 -1.2684
C: 3.0360 4.0908 3.2672
H: 0.7932 2.5027 3.6397
C: -0.9944 -3.6661 -1.9130
C: 3.8201 1.6568 -3.5951
H: -4.8971 1.7241 -1.6465
H: 1.4907 -4.2134 -0.4281
C: 0.0140 2.9250 -5.5569
H: 4.2851 -2.0082 -1.8562
H: 3.9376 4.6911 3.4019

Mulliken atomic charge list, values in e, 8 entries: -1.003 0.046 -1.239 -0.217 -0.926 -0.013 -1.098 0.399